[1]
Here is a structure of composition C37H29GeN3O2V from the OMol25 dataset. Energies are from ωB97M-V/def2-TZVPD.

The geometry in XYZ format:
```
73
Properties=species:S:1:pos:R:3:lowdin_spin:R:1
V -0.90 1.61 -0.57 1.511
C -0.35 -1.40 -5.44 0.003
C 0.47 -0.53 -4.75 0.001
C 0.04 0.09 -3.59 0.004
C -1.26 -0.11 -3.10 0.004
C -2.08 -1.02 -3.82 0.001
C -1.63 -1.65 -4.95 0.001
N -1.72 0.52 -1.98 -0.001
N -3.01 0.18 -1.72 0.011
C -3.49 0.74 -0.63 0.010
C -4.82 0.48 -0.19 0.001
C -5.29 1.11 0.94 0.006
C -4.46 2.01 1.61 0.000
C -3.17 2.21 1.15 0.008
N -2.68 1.59 0.07 0.006
H -0.01 -1.90 -6.34 0.000
H 1.47 -0.33 -5.12 0.000
H 0.72 0.73 -3.04 0.001
H -3.07 -1.20 -3.44 0.000
H -2.28 -2.34 -5.46 0.000
H -5.42 -0.22 -0.75 0.000
H -6.28 0.89 1.31 0.000
H -4.80 2.53 2.49 0.000
H -2.48 2.88 1.64 0.000
O 0.98 4.74 1.26 0.011
C 0.71 4.01 0.29 0.009
O -0.23 3.14 0.28 0.023
C 1.49 4.13 -0.97 0.003
C 2.56 5.03 -1.10 0.001
C 3.27 5.11 -2.28 0.000
C 2.94 4.29 -3.36 0.001
C 1.90 3.37 -3.23 0.001
C 1.19 3.30 -2.06 0.010
H 2.81 5.65 -0.25 0.000
H 4.09 5.82 -2.37 0.000
H 3.49 4.36 -4.29 0.000
H 1.65 2.72 -4.06 0.000
H 0.37 2.58 -1.94 0.010
C -0.18 0.18 0.16 -0.459
Ge 0.57 -1.10 1.34 -0.104
C -0.68 -1.84 2.73 -0.012
C -1.95 -2.27 2.34 -0.003
C -2.86 -2.75 3.25 0.000
C -2.54 -2.79 4.60 -0.001
C -1.30 -2.34 5.02 -0.001
C -0.38 -1.88 4.09 -0.002
C 2.09 -0.33 2.40 -0.013
C 3.44 -0.63 2.25 -0.003
C 4.41 0.04 2.97 0.000
C 4.05 1.04 3.86 -0.002
C 2.71 1.36 4.01 0.000
C 1.75 0.69 3.28 -0.004
C 0.97 -2.69 0.19 -0.013
C 2.14 -3.44 0.17 -0.002
C 2.32 -4.48 -0.73 -0.001
C 1.29 -4.82 -1.60 -0.001
C 0.11 -4.09 -1.58 -0.001
C -0.03 -3.03 -0.71 -0.007
H -2.21 -2.21 1.29 -0.001
H -3.83 -3.10 2.92 0.000
H -3.26 -3.15 5.32 0.000
H -1.05 -2.36 6.07 0.000
H 0.59 -1.54 4.43 0.000
H 3.75 -1.38 1.53 0.000
H 5.45 -0.21 2.84 0.000
H 4.81 1.56 4.43 0.000
H 2.42 2.16 4.68 0.000
H 0.71 0.97 3.37 -0.001
H 2.94 -3.21 0.86 0.000
H 3.25 -5.03 -0.75 0.000
H 1.42 -5.64 -2.30 0.000
H -0.69 -4.35 -2.26 0.000
H -0.93 -2.42 -0.74 -0.004
```

Properties
2S+1 = 2
HOMO-LUMO gap (alpha / beta) = 4.20 / 4.40 eV
Net charge = -2

[2]
Here is a structure of composition C37H29N5P2SeYb from the OMol25 dataset. Energies are from ωB97M-V/def2-TZVPD.

The geometry in XYZ format:
```
75
Properties=species:S:1:pos:R:3:lowdin_spin:R:1
Yb 4.86 4.71 19.70 1.005
C 5.91 5.25 24.40 0.000
N 5.65 4.80 23.06 0.000
P 4.08 4.98 22.40 0.000
C 2.76 5.08 23.55 0.000
C 2.35 3.87 24.22 0.000
C 1.17 3.88 24.98 0.000
C 0.49 5.08 25.13 0.000
C 1.04 6.29 24.69 0.000
C 2.08 6.26 23.74 0.000
C 4.13 6.47 21.32 -0.001
C 5.29 7.10 21.04 0.000
C 5.61 7.61 19.71 -0.001
C 4.63 7.46 18.73 0.001
C 3.36 6.96 19.03 0.000
C 3.09 6.44 20.30 0.000
P 6.56 3.89 21.91 -0.001
C 6.32 2.17 21.92 0.000
C 5.96 1.54 20.70 0.000
C 5.92 0.18 20.52 0.000
C 6.12 -0.61 21.67 0.000
C 6.54 -0.07 22.86 0.000
C 6.54 1.33 23.00 0.000
C 8.27 4.19 22.15 0.000
C 9.12 3.16 21.85 0.000
C 10.42 3.27 22.19 0.000
C 10.95 4.42 22.73 0.000
C 10.14 5.49 23.00 0.000
C 8.76 5.36 22.79 0.000
H 5.31 4.78 25.25 0.000
H 5.86 6.31 24.49 0.000
H 6.92 5.02 24.76 0.000
H 2.97 2.97 24.24 0.000
H 0.89 3.06 25.63 0.000
H -0.42 5.13 25.77 0.000
H 0.63 7.16 25.18 0.000
H 2.33 7.21 23.27 0.000
H 6.06 7.20 21.77 0.000
H 6.55 8.08 19.55 0.000
H 4.91 7.76 17.77 0.000
H 2.55 7.07 18.28 0.000
H 2.05 6.14 20.62 0.000
H 5.79 2.23 19.83 0.000
H 5.61 -0.23 19.61 0.000
H 6.04 -1.69 21.68 0.000
H 6.65 -0.70 23.78 0.000
H 6.91 1.70 23.98 0.000
H 8.76 2.36 21.25 0.000
H 11.12 2.49 21.97 0.000
H 12.03 4.44 22.93 0.000
H 10.53 6.40 23.37 0.000
H 8.09 6.06 23.20 0.000
Se 6.63 1.58 12.58 0.000
N 7.66 2.40 13.78 0.000
C 6.93 2.73 14.79 0.000
C 7.30 3.44 15.99 0.000
C 8.65 3.72 16.32 0.000
C 8.90 4.46 17.42 0.000
C 7.91 4.79 18.32 0.000
N 6.64 4.50 18.13 -0.001
C 6.36 3.84 16.93 0.000
C 4.90 3.41 16.78 0.000
N 4.06 3.74 17.83 -0.001
C 2.78 3.45 17.72 0.000
C 2.26 2.96 16.49 0.000
C 3.13 2.59 15.46 0.000
C 4.51 2.76 15.64 0.000
C 5.53 2.37 14.64 0.000
N 5.15 1.81 13.51 0.000
H 9.51 3.49 15.59 0.000
H 9.84 4.83 17.74 0.000
H 8.16 5.37 19.21 0.000
H 2.14 3.72 18.58 0.000
H 1.20 2.79 16.43 0.000
H 2.79 2.10 14.63 0.000
```

Properties
2S+1 = 2
HOMO-LUMO gap (alpha / beta) = 6.64 / 6.62 eV
Net charge = +3

[3]
Here is a structure of composition C37H29N7O3Sn from the OMol25 dataset. Energies are from ωB97M-V/def2-TZVPD.

The geometry in XYZ format:
```
77
Properties=species:S:1:pos:R:3:lowdin_charge:R:1
Sn -0.40 -0.89 -0.32 1.483
C -3.47 -3.07 2.04 -0.084
C -3.04 -2.84 3.34 -0.080
C -1.69 -2.70 3.59 -0.028
C -0.78 -2.76 2.52 -0.386
N -1.22 -2.91 1.26 0.023
C -2.51 -3.09 1.04 -0.192
N 0.53 -2.75 2.80 0.161
C 1.50 -2.50 1.97 -0.301
N 1.45 -2.01 0.72 0.025
C 2.72 -1.94 0.21 -0.302
N 3.08 -1.58 -0.97 0.177
C 2.25 -1.41 -2.03 -0.378
C 2.62 -0.52 -3.06 -0.007
C 1.85 -0.46 -4.19 -0.075
C 0.76 -1.31 -4.33 -0.073
C 0.46 -2.15 -3.27 -0.188
N 1.16 -2.19 -2.15 0.036
C 3.67 -2.30 1.27 -0.091
C 5.05 -2.25 1.34 -0.010
C 5.65 -2.58 2.55 -0.081
C 4.88 -2.97 3.65 -0.081
C 3.50 -3.02 3.57 -0.013
C 2.91 -2.68 2.37 -0.093
H -4.51 -3.22 1.81 0.098
H -3.75 -2.79 4.15 0.108
H -1.32 -2.52 4.59 0.111
H -2.78 -3.24 0.00 0.107
H 3.48 0.11 -2.92 0.113
H 2.10 0.24 -4.98 0.109
H 0.14 -1.30 -5.21 0.099
H -0.37 -2.84 -3.32 0.108
H 5.63 -1.94 0.49 0.111
H 6.72 -2.53 2.65 0.100
H 5.37 -3.21 4.58 0.100
H 2.89 -3.30 4.42 0.109
C -1.63 0.59 4.19 -0.043
C -3.00 0.74 4.23 -0.052
C -3.73 0.57 3.06 -0.005
C -3.06 0.24 1.88 -0.216
N -1.74 0.07 1.87 0.073
C -1.05 0.24 2.98 -0.136
C -3.76 0.11 0.59 -0.225
C -5.15 0.09 0.47 -0.008
C -5.72 0.10 -0.79 -0.056
C -4.89 0.12 -1.90 -0.045
C -3.52 0.06 -1.69 -0.125
N -2.99 0.06 -0.49 0.036
H -1.02 0.74 5.07 0.110
H -3.51 0.99 5.15 0.110
H -4.80 0.72 3.07 0.105
H 0.02 0.09 2.89 0.112
H -5.79 0.06 1.34 0.103
H -6.79 0.11 -0.91 0.108
H -5.30 0.17 -2.90 0.105
H -2.81 0.05 -2.51 0.108
C 1.10 5.46 -5.38 -0.092
O 0.47 4.26 -5.00 -0.077
C 0.74 3.75 -3.77 -0.274
C 1.55 4.40 -2.82 -0.039
C 1.74 3.82 -1.59 -0.030
C 1.17 2.59 -1.22 -0.094
C 1.34 2.05 0.09 -0.355
C 2.04 2.84 1.19 0.009
O 0.92 0.94 0.47 -0.124
C 0.36 1.90 -2.20 -0.361
O -0.20 0.78 -2.01 -0.225
C 0.17 2.55 -3.45 0.054
H 0.81 5.64 -6.42 0.092
H 2.19 5.37 -5.33 0.094
H 0.77 6.30 -4.76 0.095
H 2.01 5.35 -3.03 0.095
H 2.37 4.36 -0.90 0.097
H 2.48 3.78 0.89 0.056
H 2.82 2.21 1.62 0.092
H 1.32 3.03 1.98 0.090
H -0.46 2.05 -4.18 0.125
```

Properties
Relative energy (zero: lowest compared OMol25 entry of this formula, charge and spin) = 63.0 kJ/mol
HOMO-LUMO gap = 7.02 eV

[4]
Here is a structure of composition C37H30BrCl2N4O3S2Sn from the OMol25 dataset. Energies are from ωB97M-V/def2-TZVPD.

The geometry in XYZ format:
```
80
Properties=species:S:1:pos:R:3:lowdin_charge:R:1
Sn 0.97 1.23 0.34 1.444
Cl -1.82 3.05 2.68 0.696
C -3.46 2.61 2.35 -0.666
C -4.47 3.28 3.01 -0.095
C -5.79 2.97 2.73 -0.052
C -6.10 1.98 1.82 -0.097
C -5.08 1.30 1.17 -0.667
Cl -5.51 0.06 0.04 0.704
C -3.74 1.61 1.42 -0.630
S -2.46 0.84 0.49 0.620
H -4.22 4.05 3.73 0.111
H -6.58 3.50 3.24 0.118
H -7.13 1.72 1.60 0.111
C -3.22 -4.62 1.27 -0.062
C -1.78 -4.28 1.64 -0.188
N -1.68 -2.90 2.15 -0.107
C -1.49 -2.75 3.60 -0.230
C -0.02 -2.84 3.99 -0.059
C -1.64 -1.90 1.29 -0.575
S -1.55 -0.25 2.00 0.677
N -1.71 -2.12 0.01 0.119
C -1.13 -1.37 -0.94 -0.484
O -0.21 -0.54 -0.73 -0.218
C -1.58 -1.60 -2.33 -0.139
C -2.39 -2.69 -2.66 -0.015
C -2.78 -2.89 -3.98 -0.065
C -2.38 -1.99 -4.96 -0.071
C -1.59 -0.90 -4.64 -0.069
C -1.18 -0.71 -3.33 -0.016
H -3.28 -5.65 0.92 0.082
H -3.57 -3.96 0.48 0.062
H -3.88 -4.51 2.13 0.080
H -1.12 -4.39 0.78 0.121
H -1.42 -4.94 2.43 0.119
H -2.07 -3.53 4.08 0.127
H -1.91 -1.79 3.91 0.080
H 0.41 -3.78 3.66 0.080
H 0.08 -2.77 5.07 0.086
H 0.55 -2.03 3.54 0.066
H -2.68 -3.38 -1.88 0.104
H -3.40 -3.74 -4.23 0.108
H -2.70 -2.15 -5.99 0.108
H -1.28 -0.21 -5.41 0.104
H -0.56 0.13 -3.05 0.104
C 4.28 -0.06 -2.59 -0.009
C 3.41 0.16 -1.52 -0.076
N 2.44 1.07 -1.56 0.037
C 2.28 1.80 -2.69 -0.135
C 3.10 1.63 -3.81 -0.130
C 4.13 0.68 -3.73 0.019
C 2.88 2.43 -4.99 -0.006
C 1.89 3.33 -5.04 -0.006
C 1.03 3.54 -3.91 -0.134
C -0.02 4.48 -3.90 0.013
C -0.80 4.62 -2.78 -0.021
C -0.52 3.82 -1.66 -0.107
N 0.46 2.94 -1.65 0.024
C 1.22 2.78 -2.74 -0.165
H 5.06 -0.80 -2.49 0.119
H 3.49 -0.40 -0.60 0.106
H 4.79 0.54 -4.57 0.129
H 3.54 2.27 -5.84 0.123
H 1.72 3.93 -5.93 0.123
H -0.20 5.08 -4.78 0.126
H -1.61 5.33 -2.74 0.115
H -1.11 3.90 -0.75 0.112
Br 5.42 2.89 2.69 0.816
C 5.21 1.10 3.26 -0.597
C 6.20 0.61 4.11 -0.125
C 6.15 -0.71 4.54 -0.064
C 5.14 -1.55 4.11 -0.066
C 4.17 -1.06 3.25 -0.020
C 4.18 0.26 2.83 -0.163
C 3.06 0.70 1.93 -0.647
O 2.50 -0.20 1.21 -0.192
O 2.66 1.88 1.90 -0.152
H 6.99 1.26 4.43 0.099
H 6.92 -1.07 5.21 0.112
H 5.11 -2.58 4.44 0.108
H 3.38 -1.71 2.89 0.112
```

Properties
Relative energy (zero: lowest compared OMol25 entry of this formula, charge and spin) = 118.6 kJ/mol
HOMO-LUMO gap = 7.72 eV
Net charge = +1

[5]
Here is a structure of composition C37H30BrClN7O2STi from the OMol25 dataset. Energies are from ωB97M-V/def2-TZVPD.

The geometry in XYZ format:
```
80
Properties=species:S:1:pos:R:3:lowdin_charge:R:1
Ti -0.24 0.27 -0.26 1.126
O 0.21 1.99 0.02 -0.233
C -0.14 3.28 0.05 -0.273
C 0.81 4.27 0.26 0.014
C 0.41 5.59 0.32 -0.050
C -0.93 5.94 0.16 -0.067
C -1.87 4.95 -0.07 -0.018
C -1.48 3.61 -0.12 -0.074
C -2.42 2.54 -0.47 -0.243
N -2.13 1.26 -0.69 0.003
C -3.28 0.66 -1.17 -0.104
C -4.28 1.57 -1.21 -0.035
N -3.72 2.75 -0.76 0.141
H 1.85 3.99 0.39 0.114
H 1.15 6.37 0.49 0.114
H -1.24 6.97 0.21 0.110
H -2.90 5.23 -0.20 0.109
H -3.29 -0.37 -1.46 0.110
H -5.31 1.50 -1.50 0.125
H -4.20 3.63 -0.66 0.158
O -0.96 -1.33 -0.10 -0.232
C -1.65 -2.49 -0.03 -0.262
C -3.02 -2.44 0.21 -0.015
C -3.79 -3.58 0.17 -0.059
C -3.20 -4.81 -0.09 -0.070
C -1.82 -4.86 -0.26 -0.026
C -1.02 -3.72 -0.22 -0.071
C 0.45 -3.87 -0.30 -0.270
N 1.36 -3.08 0.22 0.096
C 2.57 -3.69 -0.03 -0.141
C 2.38 -4.86 -0.70 -0.069
N 1.03 -4.96 -0.87 0.112
H -3.47 -1.48 0.44 0.104
H -4.86 -3.52 0.36 0.112
H -3.79 -5.71 -0.13 0.110
H -1.37 -5.84 -0.38 0.110
H 3.50 -3.26 0.30 0.101
H 3.07 -5.60 -1.07 0.116
H 0.55 -5.71 -1.35 0.152
N 1.59 -1.20 2.67 0.118
C 0.56 -0.41 3.08 -0.682
N -0.36 0.05 2.28 0.060
C -1.36 0.70 3.04 -0.280
C -2.58 1.17 2.57 -0.017
C -3.46 1.78 3.45 -0.072
C -3.14 1.93 4.80 -0.079
C -1.94 1.44 5.29 -0.080
C -1.08 0.82 4.40 -0.467
S 0.42 0.02 4.76 1.121
H 1.41 -1.75 1.83 0.061
H 2.13 -1.65 3.38 0.102
H -2.86 1.04 1.53 0.084
H -4.41 2.14 3.09 0.105
H -3.84 2.41 5.47 0.108
H -1.70 1.52 6.34 0.114
Cl 5.10 -1.19 -4.87 0.671
C 3.55 -0.77 -4.21 -0.681
C 2.57 -1.75 -4.07 -0.103
C 1.35 -1.41 -3.51 -0.057
C 1.09 -0.11 -3.07 -0.315
C -0.21 0.22 -2.40 -0.152
C 2.07 0.85 -3.26 -0.048
C 3.30 0.54 -3.82 -0.102
H 2.77 -2.76 -4.40 0.109
H 0.59 -2.18 -3.39 0.119
H -0.97 -0.51 -2.68 0.069
H -0.54 1.21 -2.70 0.072
H 1.88 1.87 -2.94 0.123
H 4.06 1.29 -3.95 0.112
Br 4.64 2.47 2.16 0.793
C 4.01 1.17 0.95 -0.661
C 4.88 0.41 0.20 -0.070
C 4.34 -0.54 -0.65 -0.026
C 2.96 -0.67 -0.73 -0.143
N 2.12 0.09 -0.02 0.038
C 2.65 0.99 0.82 -0.194
H 5.95 0.54 0.28 0.117
H 4.97 -1.17 -1.27 0.122
H 2.52 -1.40 -1.38 0.088
H 1.96 1.59 1.40 0.095
```

Properties
Relative energy (zero: lowest compared OMol25 entry of this formula, charge and spin) = 95.2 kJ/mol
HOMO-LUMO gap = 7.49 eV
Net charge = +1

[6]
Here is a structure of composition C37H30Cl4N4NaO5PS from the OMol25 dataset. Energies are from ωB97M-V/def2-TZVPD.

The geometry in XYZ format:
```
83
Properties=species:S:1:pos:R:3:lowdin_charge:R:1
Na 0.46 0.97 0.69 0.272
C -0.69 5.15 2.63 -0.046
N -0.75 3.91 3.38 -0.117
C -1.89 3.38 3.95 -0.063
C -1.59 2.14 4.37 -0.055
N -0.27 1.90 4.05 -0.005
C 0.27 3.00 3.43 -0.756
S 1.84 3.17 2.86 0.586
C 0.34 0.58 4.00 -0.362
C 0.81 0.00 5.16 -0.066
C 1.23 -1.36 4.99 -0.136
C 1.28 -1.94 3.77 -0.079
C 1.04 -1.11 2.56 -0.323
N 0.27 0.06 2.80 0.100
H -1.05 5.97 3.26 0.080
H -1.28 5.05 1.72 0.062
H 0.35 5.32 2.36 0.045
H -2.81 3.94 3.98 0.110
H -2.19 1.39 4.84 0.109
H 0.83 0.52 6.10 0.081
H 1.49 -1.94 5.87 0.088
H 1.57 -2.97 3.65 0.095
H 0.63 -1.67 1.72 0.116
Cl 5.51 -4.57 -1.01 0.594
C 4.58 -3.39 -0.12 -0.720
C 5.00 -3.00 1.14 -0.733
Cl 6.45 -3.66 1.84 0.577
C 4.23 -2.06 1.84 -0.598
Cl 4.76 -1.50 3.40 0.680
C 3.07 -1.53 1.31 -0.274
O 2.35 -0.60 1.98 -0.058
C 2.61 -1.90 -0.01 -0.412
O 1.57 -1.38 -0.52 -0.087
C 3.42 -2.86 -0.68 -0.596
Cl 2.93 -3.32 -2.28 0.662
O -1.84 4.13 -0.10 -0.022
C -1.20 3.28 -0.74 -0.614
O -0.22 2.60 -0.37 -0.137
C -1.63 3.03 -2.20 -0.115
C -2.31 4.06 -2.85 -0.040
C -2.67 3.95 -4.18 -0.103
C -2.35 2.80 -4.88 -0.105
C -1.70 1.76 -4.23 -0.113
C -1.33 1.85 -2.89 -0.258
P -0.45 0.44 -2.05 1.180
C 1.12 0.57 -3.02 -0.324
C 2.11 1.41 -2.50 -0.077
C 3.32 1.57 -3.14 -0.085
C 3.58 0.90 -4.33 -0.110
C 2.60 0.07 -4.86 -0.101
C 1.38 -0.09 -4.21 -0.097
C -1.26 -1.02 -2.82 -0.365
C -2.61 -1.02 -3.16 -0.104
C -3.25 -2.20 -3.53 -0.106
C -2.56 -3.40 -3.55 -0.120
C -1.22 -3.41 -3.18 -0.092
C -0.58 -2.24 -2.80 -0.110
H -2.55 4.94 -2.27 0.105
H -3.19 4.77 -4.68 0.087
H -2.61 2.70 -5.93 0.089
H -1.47 0.86 -4.79 0.098
H 1.91 1.95 -1.58 0.099
H 4.07 2.22 -2.71 0.098
H 4.53 1.01 -4.82 0.089
H 2.79 -0.47 -5.78 0.092
H 0.64 -0.75 -4.64 0.096
H -3.18 -0.10 -3.14 0.100
H -4.30 -2.17 -3.80 0.089
H -3.06 -4.32 -3.83 0.085
H -0.66 -4.34 -3.16 0.096
H 0.44 -2.27 -2.45 0.045
C -2.72 -1.28 3.14 -0.059
N -2.20 -2.38 2.36 -0.188
C -1.95 -3.64 3.02 -0.071
C -1.95 -2.22 1.04 -0.342
O -2.21 -1.24 0.38 0.018
H -3.79 -1.40 3.34 0.084
H -2.55 -0.36 2.61 0.078
H -2.18 -1.25 4.09 0.081
H -2.89 -4.13 3.32 0.079
H -1.33 -3.48 3.90 0.077
H -1.41 -4.30 2.35 0.083
H -1.48 -3.11 0.59 0.138
```

Properties
Relative energy (zero: lowest compared OMol25 entry of this formula, charge and spin) = 171.5 kJ/mol
HOMO-LUMO gap = 5.49 eV
Net charge = -2